## P
The following is a DFT calculation (the ωB97M-V functional and the def2-TZVPD basis) of a structure of composition C2H8N2S.

```
13
Properties=species:S:1:pos:R:3
C 2.06366 2.01267 1.03324
S 1.73341 1.16550 -0.47071
H 3.16762 2.04235 1.21911
H 1.80422 3.15774 0.99241
H 1.64715 1.45103 1.87730
N -2.30234 -1.82433 -1.10711
C -1.59942 -0.80151 -0.50349
N -0.40292 -0.91520 -0.13287
H -1.69064 -2.58347 -1.35634
H -3.14724 -2.22388 -0.70167
H -1.88232 0.31730 -0.73247
H 0.53831 0.04905 -0.16519
H 0.07048 -1.84724 0.04779
```

- HOMO energy: -7.133 eV
- Spin multiplicity: 1

---

## Q
The following is a DFT calculation (the ωB97M-V functional and the def2-TZVPD basis) of a cluster of 2 separate species, C2H8N2S in total.

```
13
Properties=species:S:1:pos:R:3
C -1.88626 0.25161 -1.65716
S -2.16335 -1.34753 -0.67917
H -2.39574 0.08502 -2.60280
H -0.80601 0.32597 -1.66268
H -2.22174 1.15960 -1.15404
N 1.14506 -0.64382 0.29735
C 1.80813 0.37707 1.10974
N 1.60134 0.25499 2.33790
H 1.68941 -1.43249 0.62157
H 0.87578 -0.62915 -0.66750
H 2.32261 1.25487 0.70109
H 1.63364 1.05043 2.95716
H -1.60288 -0.70656 0.39855
```

- HOMO energy: -8.908 eV
- Structure (SMILES): [H]/N=C/N.CS
- Spin multiplicity: 1

---

Most favorable structure: Q. The second most favorable one is 0.237 eV above it.

---

## P
The following is a DFT calculation (the ωB97M-V functional and the def2-TZVPD basis) of a structure of composition C25H23FN3NiO5S.

```
59
Properties=species:S:1:pos:R:3
Ni 1.45263 -0.13296 1.47681
O 4.54251 2.50784 -0.69284
C 3.86581 1.78272 0.22142
O 4.07833 0.61575 0.41208
C 2.88733 2.58742 1.00171
C 2.86369 3.96851 0.99590
C 1.98645 4.60673 1.86962
C 1.21640 3.85195 2.73090
C 1.30591 2.46319 2.66907
N 2.09468 1.86280 1.79244
C 0.55699 1.53996 3.64846
O -0.14293 2.10345 4.49155
O 0.81540 0.31610 3.50001
H 5.12843 1.88658 -1.14689
H 3.51754 4.52418 0.34070
H 1.93117 5.68819 1.88341
H 0.54208 4.28020 3.45857
C 1.34536 1.43617 -4.31636
C 0.86151 0.03203 -3.97926
N -0.23832 0.03433 -3.03026
C -1.57956 0.05600 -3.60151
C -2.16061 -1.34130 -3.76694
C -0.05840 -0.00434 -1.68128
S 1.54610 0.02652 -1.08755
N -1.21291 -0.08894 -1.00569
C -1.33177 0.13257 0.30237
O -0.47841 0.51293 1.12595
C -2.71682 -0.08472 0.85280
C -3.80709 -0.34235 0.02757
C -5.06394 -0.54753 0.57551
C -5.23706 -0.50177 1.95314
C -4.15032 -0.24968 2.77933
C -2.89283 -0.03973 2.23336
H 2.14891 1.39947 -5.05516
H 1.72133 1.92066 -3.41576
H 0.53377 2.04160 -4.72615
H 1.67683 -0.56123 -3.57055
H 0.50586 -0.47319 -4.88197
H -1.50503 0.55539 -4.57139
H -2.22445 0.66046 -2.96761
H -1.51225 -1.96212 -4.38881
H -3.14451 -1.29748 -4.23943
H -2.25726 -1.81447 -2.79070
H -3.65096 -0.38204 -1.04202
H -5.91014 -0.74547 -0.07151
H -6.21868 -0.66520 2.38183
H -4.27866 -0.21714 3.85387
H -2.03397 0.15699 2.86366
F 1.22860 -6.30816 1.49762
C 1.28682 -4.94095 1.50327
C 0.11184 -4.22032 1.49416
C 0.19165 -2.83041 1.50209
C 1.40800 -2.13811 1.51332
C 2.55881 -2.93215 1.52117
C 2.51863 -4.32538 1.51834
H -0.83912 -4.73899 1.48556
H -0.74251 -2.27646 1.50689
H 3.53877 -2.46231 1.51997
H 3.42039 -4.92573 1.52522
```

- HOMO energy (spin up / spin down): -4.487 / -5.088 eV
- Net charge: -1
- Spin multiplicity: 3
- ⟨S²⟩: 2.0064

---

## Q
The following is a DFT calculation (the ωB97M-V functional and the def2-TZVPD basis) of a structure of composition C25H23FN3NiO5S.

```
59
Properties=species:S:1:pos:R:3
Ni 0.03860 -0.10274 0.03504
O -1.48592 3.93651 -1.29423
C -1.28439 2.72141 -0.75402
O -0.72750 2.53840 0.29182
C -1.89563 1.60966 -1.56507
C -2.71412 1.78714 -2.65953
C -3.32268 0.64654 -3.19029
C -3.13279 -0.58081 -2.58767
C -2.27802 -0.66691 -1.49028
N -1.65372 0.41093 -1.04604
C -2.05652 -1.94528 -0.65440
O -2.68871 -2.93542 -1.02526
O -1.30138 -1.77357 0.33750
H -1.04082 4.56847 -0.70968
H -2.88254 2.76986 -3.07380
H -3.96504 0.73632 -4.05750
H -3.62385 -1.48145 -2.92824
C 3.00023 3.43824 -3.74451
C 3.87388 2.67988 -2.75410
N 3.69550 1.23978 -2.84150
C 4.60706 0.53407 -3.73692
C 5.81859 -0.02407 -3.00441
C 2.74009 0.56713 -2.14235
S 1.69743 1.47704 -1.13718
N 2.80190 -0.76337 -2.32534
C 1.83190 -1.60288 -1.95757
O 0.70709 -1.35818 -1.49065
C 2.14686 -3.06101 -2.18156
C 3.26542 -3.47158 -2.89903
C 3.51745 -4.82260 -3.08551
C 2.65442 -5.76977 -2.54863
C 1.54105 -5.36256 -1.82585
C 1.28403 -4.01145 -1.64351
H 3.18227 4.51306 -3.67453
H 1.95012 3.24685 -3.52504
H 3.20665 3.12325 -4.77004
H 3.65523 2.99863 -1.73691
H 4.93030 2.88324 -2.94882
H 4.91737 1.24943 -4.50296
H 4.06502 -0.26959 -4.22954
H 6.35961 0.76791 -2.48194
H 6.50716 -0.50355 -3.70420
H 5.49148 -0.75968 -2.27055
H 3.92917 -2.71752 -3.30064
H 4.38798 -5.13849 -3.64787
H 2.85127 -6.82555 -2.69310
H 0.86804 -6.09706 -1.40163
H 0.41941 -3.67541 -1.08376
F 3.89924 -0.96962 4.80118
C 3.04683 -0.79669 3.74387
C 3.16347 -1.62268 2.64782
C 2.28814 -1.42994 1.58179
C 1.30098 -0.44011 1.56319
C 1.24387 0.35817 2.71565
C 2.09625 0.19872 3.80635
H 3.92003 -2.39785 2.63510
H 2.39124 -2.09802 0.73003
H 0.50773 1.15657 2.77881
H 2.03285 0.82801 4.68599
```

- HOMO energy (spin up / spin down): -4.404 / -5.015 eV
- Net charge: -1
- Spin multiplicity: 3
- ⟨S²⟩: 2.0065

---

Most favorable structure: P. The second most favorable one is 0.093 eV above it.

---

## P
The following is a DFT calculation (the ωB97M-V functional and the def2-TZVPD basis) of a cluster of 2 separate species, C5H11O3 in total.

```
19
Properties=species:S:1:pos:R:3
O 2.40540 0.81234 1.43054
C 2.33076 -0.38947 1.02913
C 1.35484 -1.01300 0.29543
C 0.33128 -0.29906 -0.57281
C -1.10358 -0.75795 -0.28904
C -1.98647 -0.52880 -1.52138
O -1.70626 -1.45074 -2.55571
H 3.13061 -1.08617 1.38844
H 1.40640 -2.06611 0.02029
H -2.36863 -2.14272 -2.58610
H 0.55104 -0.34278 -1.63722
H 0.45380 0.76431 -0.31729
H -1.07884 -1.83346 -0.08952
H -1.46872 -0.25704 0.56699
H -3.05133 -0.60848 -1.24547
H -1.87391 0.51640 -1.82477
H -0.90610 2.15570 1.87702
H 0.04582 3.16118 2.41942
O -0.83416 3.10836 2.01107
```

- HOMO energy: -2.213 eV
- Net charge: -1
- Spin multiplicity: 1

---

## Q
The following is a DFT calculation (the ωB97M-V functional and the def2-TZVPD basis) of a cluster of 2 separate species, C5H11O3 in total.

```
19
Properties=species:S:1:pos:R:3
C 1.97480 -1.23722 0.48586
C 1.46130 -2.64958 0.07337
C 1.44269 -0.20269 -0.52600
O 2.23862 0.11767 -1.43072
O 0.21154 0.05938 -0.46177
H 1.70330 -1.12072 1.52171
H 3.06866 -1.29589 0.43214
H 1.22636 -3.23006 0.97253
H 2.17343 -3.14685 -0.56588
H 0.51094 -2.60318 -0.46179
C -2.71034 1.26265 0.26586
C -1.68167 2.39178 0.19088
O -2.20451 0.04479 0.80998
H -3.53354 1.49747 0.94331
H -3.14215 1.05753 -0.72702
H -1.31657 2.49014 -0.82853
H -1.44470 -0.20468 0.25286
H -0.78758 2.01829 0.70124
H -2.05449 3.25076 0.74012
```

- HOMO energy: -4.393 eV
- Net charge: -1
- Spin multiplicity: 1

---

## R
The following is a DFT calculation (the ωB97M-V functional and the def2-TZVPD basis) of a cluster of 2 separate species, C5H11O3 in total.

```
19
Properties=species:S:1:pos:R:3
C -1.22227 -1.53701 -0.31190
C 0.19697 -1.58951 -0.86003
C -1.23198 -1.67223 1.21977
O -1.85807 -0.33518 -0.67926
H -1.79143 -2.35998 -0.75833
H 0.16602 -1.41381 -1.94029
H -0.78430 -0.77683 1.64840
H -2.27393 -1.73007 1.53190
H -0.65342 -2.51980 1.58299
H -1.34811 0.41617 -0.26984
H 0.69661 -2.51225 -0.56598
H 0.77011 -0.76763 -0.46622
C 1.97524 2.50004 0.18155
C 0.48799 2.30739 -0.24853
O -0.19398 1.51023 0.44860
O 0.14018 2.93512 -1.26622
H 2.25094 3.53586 0.31094
H 2.55004 2.09779 -0.64552
H 2.12340 1.91172 1.08797
```

- HOMO energy: -4.409 eV
- Net charge: -1
- Spin multiplicity: 1

---

## S
The following is a DFT calculation (the ωB97M-V functional and the def2-TZVPD basis) of a cluster of 2 separate species, C5H11O3 in total.

```
19
Properties=species:S:1:pos:R:3
C -1.19654 -0.57799 1.72348
C -0.79573 0.79055 1.36035
C -2.17272 -1.25561 0.75836
O -0.00718 -1.38004 1.84791
H -1.65640 -0.57710 2.84205
H -1.40185 1.62544 1.73940
H -1.89908 -0.80331 -0.28049
H -1.99534 -2.29142 0.79352
H -3.29346 -1.29985 0.98562
H 0.50191 -1.30964 0.93140
H -0.68823 0.93111 0.32162
H 0.23386 0.85591 1.73452
C 1.83526 0.97621 -2.62771
C 2.18768 0.33929 -1.39325
O 1.41353 -0.34948 -0.71988
O 3.32783 0.70081 -0.94514
H 2.17055 0.41388 -3.54283
H 2.59425 1.86014 -2.78181
H 0.84166 1.35108 -2.74710
```

- HOMO energy: -3.803 eV
- Net charge: -1
- Spin multiplicity: 1

---

Most favorable structure: R. The second most favorable one is 0.643 eV above it.